[1]
Below is a structure of composition C23H45As4IN2OTi, with properties calculated with ωB97M-V/def2-TZVPD.

The frontier orbital gap is 4.1 eV. The energy is -304139.902 eV. Its spin multiplicity is 1. For the molar mass, the calculation gives 840.09 g/mol. The charge is +4. The LUMO energy is -13.319 eV.

Each line ends with the Mulliken charge.
Positions of all 77 atoms, in Å:
Ti  1.59558  0.66680  0.46391  -0.37
C  3.60834  1.86720  1.34119  -0.52
C  3.48250  2.19405  -0.01523  -0.50
C  2.35670  2.89636  -0.46367  -0.96
C  1.34645  3.25586  0.43847  0.21
C  1.45981  2.90922  1.78817  -0.92
C  2.59754  2.23002  2.23874  -0.61
H  4.49108  1.35128  1.69953  0.59
H  4.26504  1.92995  -0.71470  0.65
H  2.28014  3.18967  -1.50321  0.75
H  0.48377  3.80924  0.09091  0.63
H  0.69343  3.20478  2.49355  0.69
H  2.69768  2.02011  3.29475  0.85
C  1.28902  0.54793  -3.22077  -1.10
As  0.09520  0.95095  -1.74832  0.75
C  -0.63407  2.64709  -2.34438  -1.33
C  -1.22158  -0.48657  -1.91122  -1.80
C  -2.47742  -0.49415  -1.01932  2.23
C  -3.28142  -1.73582  -1.43559  -2.00
C  -2.09031  -0.68062  0.45358  -1.03
As  -0.98045  0.66927  1.32872  0.70
C  -1.09855  0.20111  3.20295  -1.23
C  -1.93638  2.36102  1.34222  -1.11
C  -3.29709  0.78062  -1.24885  -1.60
As  -5.08439  1.24903  -0.40828  0.45
C  -5.30629  0.02692  1.12117  -1.01
C  -6.26361  0.32348  -1.65628  -1.10
H  0.76139  0.78639  -4.14490  0.61
H  1.52998  -0.51273  -3.21294  0.17
H  2.20025  1.14197  -3.17272  0.41
H  -1.30455  2.42395  -3.17485  0.54
H  0.18344  3.26686  -2.71268  0.52
H  -1.19284  3.18137  -1.58349  0.37
H  -0.63970  -1.40757  -1.78517  0.43
H  -1.51611  -0.44085  -2.96427  0.74
H  -2.69739  -2.65350  -1.33295  0.47
H  -3.60151  -1.65192  -2.47495  0.51
H  -4.17502  -1.83573  -0.82375  0.31
H  -1.59191  -1.64530  0.59864  0.56
H  -2.98743  -0.70341  1.07442  0.27
H  -2.13939  0.34743  3.49511  0.54
H  -0.46821  0.85842  3.79963  0.45
H  -0.81967  -0.83455  3.37810  0.38
H  -3.00468  2.13765  1.36958  0.39
H  -1.74049  2.98452  0.47635  0.21
H  -1.66810  2.89291  2.25479  0.68
H  -3.52545  0.84817  -2.31757  0.72
H  -2.67742  1.65215  -1.02997  -0.28
H  -4.67888  0.31042  1.96907  0.27
H  -5.19370  -1.03281  0.89757  0.31
H  -6.33719  0.18527  1.44112  0.47
H  -6.15545  0.75701  -2.64934  0.36
H  -7.28734  0.49936  -1.32785  0.43
H  -6.08751  -0.74934  -1.69649  0.34
I  2.91281  -2.70588  5.66240  0.34
C  2.12729  -2.06745  3.87316  -1.09
C  1.29324  -2.75548  3.01061  -0.31
N  1.04008  -1.95409  1.95809  0.08
N  1.64513  -0.74699  2.08987  1.57
C  2.31666  -0.83164  3.25256  -0.91
H  0.87058  -3.74720  3.08148  0.55
H  0.41452  -2.14256  1.19115  -0.22
H  2.92449  -0.02355  3.61949  0.57
C  2.37444  -3.34680  -1.70787  -0.99
As  3.46707  -1.95508  -1.00460  0.60
C  4.40753  -2.49612  0.56109  -0.92
C  4.63365  -1.22711  -2.32066  -1.01
O  2.36718  -0.65229  -0.50394  -0.45
H  3.04479  -4.13502  -2.06031  0.49
H  1.79166  -2.97878  -2.55071  0.38
H  1.73008  -3.75350  -0.93083  0.40
H  5.04279  -3.33989  0.27992  0.51
H  3.70529  -2.81249  1.33087  0.28
H  5.03756  -1.68239  0.91620  0.39
H  5.30239  -2.03320  -2.63398  0.49
H  5.23028  -0.42391  -1.89179  0.39
H  4.06461  -0.87953  -3.18074  0.37

[2]
Below is a structure of composition C9H24AuGeN6S, with properties calculated with ωB97M-V/def2-TZVPD.

The frontier orbital gap (alpha / beta) is 6.9 / 6.9 eV. The energy is -89698.516 eV. Its spin multiplicity is 1. For the molar mass, the calculation gives 517.98 g/mol. The charge is +1. The LUMO energy (alpha / beta) is -4.033 / -4.035 eV.

Each line ends with the Mulliken charge.
Positions of all 42 atoms, in Å:
Au  0.63351  0.34113  -0.22651  0.13
C  -3.09465  -4.30324  0.65691  -1.19
C  -2.21587  -3.46385  1.50512  0.82
N  -2.31054  -3.30892  2.78341  -0.72
N  -1.29467  -2.44925  3.09702  0.22
C  -0.55325  -2.07017  2.05373  0.33
S  0.75692  -1.02489  2.07973  -0.40
N  -1.15065  -2.72290  1.01281  0.35
N  -0.69012  -2.66770  -0.29068  -0.78
H  -3.83767  -4.77531  1.29348  0.35
H  -2.52380  -5.07919  0.14545  0.32
H  -3.60322  -3.69993  -0.09604  0.30
H  -1.16518  -2.15109  4.04962  0.16
H  -1.36578  -2.22027  -0.89736  0.26
H  -0.47866  -3.59861  -0.62742  0.26
N  0.68429  -0.78283  -3.15223  -0.44
C  1.86588  -1.63134  -3.04856  -0.57
C  2.90923  -1.03707  -2.10881  -0.67
N  2.41049  -0.90015  -0.72085  -0.71
H  -0.07330  -1.25122  -3.63062  0.21
H  0.88526  0.06843  -3.66279  0.21
H  2.36666  -1.81910  -4.00527  0.38
H  1.55673  -2.60720  -2.66241  0.29
H  3.20107  -0.04347  -2.45273  0.36
H  3.79608  -1.67385  -2.12991  0.37
H  3.13597  -0.46824  -0.15496  0.33
H  2.25257  -1.81439  -0.30574  0.34
C  -1.80229  4.61222  0.88945  -1.09
Ge  -0.15719  3.58744  0.67643  0.38
C  1.10588  4.48650  -0.51548  -1.10
C  0.67257  3.15855  2.39185  -1.07
C  -0.53640  1.85369  -0.18204  -0.22
H  -1.57180  5.57639  1.34249  0.35
H  -2.50719  4.08852  1.53484  0.36
H  -2.27409  4.78988  -0.07678  0.37
H  1.26450  5.51037  -0.17838  0.37
H  0.72563  4.51111  -1.53603  0.37
H  2.05847  3.95750  -0.50785  0.34
H  0.90544  4.09021  2.90845  0.38
H  1.59541  2.59950  2.24092  0.33
H  0.00289  2.56994  3.01758  0.34
H  -1.57914  1.76276  -0.50987  0.38